(1)
Computed, not measured: a molecular structure, C13H23O9PS at a distorted geometry, with ωB97M-V/def2-TZVPD.

```
47
Properties=species:S:1:pos:R:3:nbo_charge:R:1
C 0.76 3.78 1.29 -0.31
C 1.12 3.03 0.42 0.04
C 1.38 1.96 -0.56 -0.54
C 0.50 0.70 -0.28 0.25
C -0.94 1.16 -0.36 -0.42
C -2.00 0.03 -0.51 -0.85
P -2.48 -0.69 1.07 2.37
O -2.18 0.22 2.19 -1.12
O -1.57 -2.02 1.17 -0.80
C -1.75 -2.78 2.37 -0.08
C -0.63 -3.84 2.44 -0.64
O -4.00 -1.26 1.08 -0.80
C -4.91 -0.71 0.12 -0.10
C -5.35 0.72 0.47 -0.68
C 0.98 0.12 1.03 -0.14
O 2.28 -0.42 0.69 -0.67
S 1.96 -1.29 -0.64 2.52
O 1.25 -2.47 -0.22 -0.96
O 3.15 -1.47 -1.37 -0.82
O 0.95 -0.22 -1.31 -0.68
H 0.30 4.48 1.94 0.22
H 2.45 1.73 -0.57 0.33
H 1.17 2.36 -1.56 0.27
H -1.18 1.78 0.49 0.27
H -1.04 1.79 -1.24 0.22
H -1.56 -0.75 -1.15 0.27
H -2.84 0.45 -1.06 0.24
H -1.68 -2.14 3.25 0.19
H -2.73 -3.26 2.40 0.17
H -0.21 -3.87 3.44 0.20
H 0.14 -3.54 1.72 0.26
H -1.00 -4.82 2.15 0.20
H -5.80 -1.34 0.18 0.18
H -4.56 -0.80 -0.91 0.18
H -5.64 1.27 -0.43 0.21
H -6.25 0.67 1.08 0.21
H -4.59 1.26 1.04 0.24
H 0.43 -0.76 1.38 0.21
H 0.95 0.83 1.85 0.24
O 4.24 2.43 -2.60 -1.00
C 5.35 1.94 -3.21 -0.05
C 5.93 0.59 -2.57 -0.04
O 7.04 0.11 -3.18 -0.99
H 6.24 2.63 -3.23 0.05
H 5.22 1.67 -4.29 0.05
H 5.04 -0.09 -2.57 0.07
H 6.05 0.84 -1.48 0.04
```

Output
total charge: -2
orbital gap: 1.23 eV


(2)
Computed, not measured: a molecular structure, C27H18Cl2N5O5STi at a distorted geometry, with ωB97M-V/def2-TZVPD.

```
59
Properties=species:S:1:pos:R:3:nbo_charge:R:1
Ti 0.51 0.36 -0.51 1.48
O 2.72 1.03 6.79 -0.57
N 1.83 1.46 5.99 0.42
O 0.97 2.31 6.39 -0.58
C 1.82 1.00 4.68 0.04
C 2.79 0.07 4.31 -0.25
C 2.86 -0.48 3.02 -0.05
C 3.83 -1.41 2.62 -0.26
C 3.80 -1.91 1.30 -0.30
C 2.84 -1.48 0.43 0.02
N 1.87 -0.59 0.76 -0.63
C 1.89 -0.09 2.05 0.10
C 0.94 0.89 2.38 0.21
N 0.11 1.28 1.35 -0.59
C -0.80 2.23 1.59 0.07
C -0.97 2.80 2.83 -0.33
C -0.14 2.42 3.89 -0.17
C 0.85 1.47 3.70 -0.09
H 3.50 -0.23 5.06 0.23
H 4.58 -1.73 3.33 0.19
H 4.54 -2.62 0.96 0.19
H 2.80 -1.86 -0.59 0.19
H -1.40 2.53 0.74 0.19
H -1.74 3.56 2.97 0.20
H -0.24 2.87 4.87 0.26
O -1.19 0.85 -1.16 -0.60
N -2.38 0.30 -0.92 0.00
C -3.47 0.97 -1.36 0.04
C -4.72 0.45 -1.19 -0.30
C -4.84 -0.80 -0.56 -0.18
C -3.72 -1.45 -0.12 -0.23
C -2.42 -0.91 -0.28 0.03
S -0.98 -1.60 0.23 -0.09
H -3.24 1.91 -1.84 0.23
H -5.57 1.00 -1.56 0.22
H -5.81 -1.25 -0.42 0.21
H -3.78 -2.41 0.37 0.23
C 0.89 -0.51 -2.66 -0.84
C -0.12 -1.41 -3.09 0.06
C -1.33 -0.94 -3.68 -0.24
C -2.36 -1.78 -4.02 -0.16
C -2.26 -3.16 -3.80 -0.31
C -1.07 -3.66 -3.23 -0.15
C -0.05 -2.81 -2.88 -0.25
C -3.31 -4.04 -4.18 0.33
N -4.17 -4.76 -4.50 -0.44
H 0.91 0.45 -3.19 0.21
H 1.89 -0.94 -2.55 0.21
H -1.44 0.13 -3.84 0.20
H -3.27 -1.38 -4.45 0.20
H -0.98 -4.72 -3.05 0.20
H 0.84 -3.21 -2.41 0.21
Cl 4.52 3.32 -0.80 -0.02
C 2.98 3.56 -1.63 -0.28
Cl 3.19 3.45 -3.41 -0.05
C 1.89 2.56 -1.21 0.73
O 0.74 3.00 -1.13 -0.65
O 2.24 1.37 -1.00 -0.71
H 2.64 4.57 -1.43 0.23
```

Output
2S+1: 4
total charge: -2
orbital gap (alpha / beta): 4.08 / 6.39 eV
energy above the lowest of the compared OMol25 structures with the same formula, charge and spin: 0.510 eV


(3)
Computed, not measured: a molecular structure, C56H50N8O3P2SY, with ωB97M-V/def2-TZVPD.

```
121
Properties=species:S:1:pos:R:3:mulliken_charge:R:1
Y 0.54 -1.03 1.37 0.65
O 1.90 2.54 -1.72 -0.64
C 3.22 2.31 -1.45 0.64
C 4.16 2.69 -2.39 -0.58
C 5.50 2.47 -2.14 -0.59
C 5.90 1.87 -0.95 -0.98
C 4.95 1.51 -0.01 -1.11
C 3.60 1.72 -0.24 0.40
C 2.49 1.33 0.72 0.66
O 1.69 0.38 0.18 0.59
N 3.10 0.98 2.08 -0.46
N 2.33 -0.03 2.70 0.09
C 2.63 -0.23 3.94 -0.53
C 2.00 -1.18 4.83 0.83
C 2.41 -1.17 6.17 -0.80
C 1.86 -2.03 7.10 -0.92
C 0.89 -2.93 6.68 -0.51
C 0.46 -2.97 5.37 -0.89
C 1.01 -2.10 4.41 -0.27
O 0.61 -2.13 3.16 0.29
H 1.38 1.94 -1.16 -0.52
H 3.83 3.15 -3.31 0.51
H 6.24 2.76 -2.88 0.41
H 6.95 1.71 -0.75 0.48
H 5.25 1.07 0.94 0.44
H 3.44 0.35 4.37 0.39
H 3.18 -0.46 6.47 0.38
H 2.19 -2.01 8.13 0.41
H 0.45 -3.62 7.40 0.44
H -0.29 -3.68 5.04 0.45
N 3.97 -2.85 -1.08 0.21
C 3.19 -2.20 -0.21 -0.82
N 1.99 -2.56 0.11 0.29
C 1.41 -3.66 -0.50 -0.32
N 0.19 -4.01 -0.28 -1.49
N -0.48 -3.12 0.54 1.92
C -1.48 -3.62 1.14 -1.45
C -2.32 -2.81 2.04 0.95
C -3.42 -3.39 2.64 -0.97
C -4.20 -2.62 3.50 -0.70
C -3.83 -1.31 3.72 -0.99
C -2.71 -0.81 3.07 -0.44
N -1.96 -1.53 2.24 1.09
C 2.22 -4.44 -1.44 1.30
C 1.73 -5.57 -2.10 -0.34
C 2.52 -6.23 -3.02 -0.86
C 3.80 -5.77 -3.30 -0.49
C 4.31 -4.66 -2.67 -1.05
C 3.51 -4.00 -1.73 0.16
H 4.89 -2.49 -1.28 0.32
H 3.61 -1.30 0.23 0.57
H -1.72 -4.67 1.03 0.38
H -3.67 -4.42 2.44 0.54
H -5.06 -3.04 3.98 0.47
H -4.39 -0.67 4.39 0.52
H -2.40 0.22 3.21 0.37
H 0.73 -5.90 -1.88 0.45
H 2.13 -7.10 -3.53 0.45
H 4.42 -6.29 -4.03 0.45
H 5.31 -4.30 -2.88 0.46
C -2.43 3.29 -5.41 -0.57
S -1.43 4.37 -4.37 -0.12
C -2.42 4.35 -2.86 -1.23
C -2.48 3.00 -2.14 0.67
C -1.08 2.50 -1.78 -0.58
N -1.03 1.37 -0.82 0.84
P -1.08 1.49 0.88 -0.30
C -2.31 2.78 1.23 1.10
C -3.64 2.39 1.37 0.02
C -4.64 3.33 1.51 -0.69
C -4.32 4.68 1.52 -0.74
C -3.00 5.08 1.40 -0.77
C -2.00 4.13 1.26 -0.42
C 0.37 2.20 1.81 0.02
C 1.76 2.56 1.35 0.26
C 2.78 2.43 2.49 -0.42
C 2.33 2.70 3.88 -1.43
C 1.02 2.63 4.15 -0.77
C 0.07 2.24 3.12 -0.83
P -1.34 -0.28 -1.23 1.09
C -2.98 -0.31 -2.03 0.39
C -3.19 -0.11 -3.39 -0.79
C -4.48 -0.07 -3.90 -0.39
C -5.56 -0.22 -3.05 -0.69
C -5.37 -0.44 -1.70 -0.71
C -4.08 -0.49 -1.19 -0.35
C -0.24 -0.83 -2.58 0.78
C 0.88 -0.15 -3.04 0.05
C 1.75 -0.75 -3.94 -0.90
C 1.52 -2.04 -4.39 -0.72
C 0.40 -2.73 -3.93 -0.78
C -0.47 -2.13 -3.04 -0.72
H -1.97 3.26 -6.39 0.42
H -3.44 3.68 -5.51 0.28
H -2.47 2.27 -5.02 -0.08
H -3.43 4.68 -3.10 0.55
H -1.99 5.11 -2.21 0.44
H -3.00 2.28 -2.76 -0.04
H -3.07 3.13 -1.24 -0.37
H -0.49 3.32 -1.37 0.33
H -0.55 2.19 -2.68 0.63
H -3.90 1.33 1.34 0.14
H -5.67 3.02 1.62 0.47
H -5.10 5.42 1.63 0.40
H -2.75 6.13 1.41 0.46
H -0.97 4.46 1.17 0.43
H 1.76 3.47 0.76 0.57
H 3.69 2.98 2.27 0.49
H 3.04 2.98 4.64 0.37
H 0.64 2.83 5.15 0.50
H -0.93 2.00 3.46 0.27
H -2.34 0.01 -4.05 0.52
H -4.63 0.09 -4.96 0.44
H -6.57 -0.19 -3.45 0.41
H -6.21 -0.58 -1.04 0.48
H -3.92 -0.68 -0.13 0.29
H 1.08 0.86 -2.73 0.18
H 2.61 -0.19 -4.30 0.51
H 2.20 -2.51 -5.09 0.45
H 0.20 -3.74 -4.28 0.44
H -1.32 -2.70 -2.68 0.44
```

Output
total charge: +1
orbital gap: 6.66 eV
energy above the lowest of the compared OMol25 structures with the same formula, charge and spin: 2.941 eV


(4)
Computed, not measured: a single C3H7N3O molecule at a distorted geometry, with ωB97M-V/def2-TZVPD.

```
14
Properties=species:S:1:pos:R:3:nbo_charge:R:1
C -0.86 -1.05 0.31 0.68
C 0.55 -0.63 -0.08 -0.50
C 0.96 0.65 0.65 -0.29
N -1.64 -1.67 -0.64 -0.83
N 0.37 1.69 -0.09 -0.13
N 1.04 2.72 -0.28 -0.33
O -1.28 -0.98 1.47 -0.62
H 1.31 -1.44 0.11 0.24
H 0.72 -0.40 -1.11 0.22
H 0.51 0.86 1.60 0.24
H 2.02 0.55 0.70 0.20
H -2.47 -1.83 -0.10 0.40
H -1.72 -1.75 -1.61 0.41
H 0.50 3.27 -0.92 0.31
```

Output
orbital gap: 10.28 eV
energy above the lowest of the compared OMol25 structures with the same formula, charge and spin: 2.376 eV


(5)
Computed, not measured: 2 unconnected molecules or ions with the total composition C10H21O4PS at a distorted geometry, with ωB97M-V/def2-TZVPD.

```
37
Properties=species:S:1:pos:R:3:nbo_charge:R:1
C -1.33 1.67 1.95 -0.63
C -2.42 0.77 2.55 -0.55
S -3.30 -0.27 1.38 0.22
C -2.04 -1.36 0.66 -0.84
P -0.87 -2.10 1.91 0.53
C 0.13 -3.24 0.85 -0.73
C 0.59 -4.42 1.68 0.06
C 1.24 -5.50 0.96 -0.13
O -0.10 -5.61 1.49 -0.49
H -0.37 1.18 1.95 0.20
H -1.24 2.59 2.53 0.21
H -1.54 1.95 0.92 0.22
H -3.18 1.40 3.00 0.23
H -1.99 0.16 3.35 0.21
H -1.47 -0.82 -0.09 0.23
H -2.56 -2.21 0.23 0.25
H -0.04 -1.00 2.20 -0.05
H 1.01 -2.81 0.39 0.23
H -0.55 -3.70 0.14 0.25
H 0.95 -4.20 2.68 0.18
H 1.95 -6.12 1.48 0.19
H 1.15 -5.47 -0.12 0.19
C 0.92 4.08 -4.01 -0.64
C 0.10 4.02 -2.74 -0.07
O -0.01 2.68 -2.24 -0.49
C 1.04 2.24 -1.55 0.98
O 2.03 2.87 -1.29 -0.65
O 0.79 0.99 -1.17 -0.50
C 1.85 0.37 -0.44 -0.26
H 0.52 3.38 -4.75 0.21
H 0.91 5.08 -4.42 0.22
H 1.95 3.79 -3.82 0.22
H -0.92 4.34 -2.94 0.19
H 0.51 4.67 -1.97 0.20
H 2.15 0.99 0.40 0.20
H 2.70 0.19 -1.09 0.19
H 1.46 -0.58 -0.08 0.19
```

Output
orbital gap: 9.13 eV


(6)
Computed, not measured: 2 unconnected molecules or ions with the total composition C23H48BN2O6 at a distorted geometry, with ωB97M-V/def2-TZVPD.

```
80
Properties=species:S:1:pos:R:3:mulliken_charge:R:1
C 0.21 7.01 1.46 -1.13
C -0.47 5.72 0.89 -0.16
O -1.33 5.16 1.88 -0.43
C -0.81 3.99 2.47 -0.68
C -0.82 2.78 1.49 -0.03
C -1.10 1.43 2.18 -0.32
C -0.15 1.12 3.35 -0.98
C 1.31 0.79 2.87 0.51
C 1.69 -0.68 3.15 -0.47
O 1.62 -0.90 4.54 -0.50
C 2.86 -0.43 5.00 0.42
O 3.05 -0.26 6.11 -0.47
O 3.73 -0.26 3.98 -0.55
C 3.15 -0.96 2.82 2.15
C 3.72 -0.49 1.47 -1.76
C 2.72 -0.55 0.27 0.34
C 2.75 0.77 -0.58 -1.04
N 1.42 1.24 -1.02 -0.49
C 3.65 -2.42 3.07 -1.61
B 5.16 -2.50 3.57 0.61
O 5.53 -3.57 4.39 -0.55
O 6.16 -1.61 3.22 -0.57
H 1.17 6.71 1.88 0.28
H 0.33 7.76 0.67 0.37
H -0.43 7.35 2.27 0.28
H -1.05 5.95 -0.01 0.37
H 0.35 5.04 0.59 0.16
H -1.48 3.75 3.30 0.31
H 0.20 4.14 2.89 0.33
H -1.59 3.00 0.74 0.38
H 0.16 2.76 1.00 0.26
H -1.02 0.65 1.41 -0.30
H -2.12 1.46 2.59 0.47
H -0.06 1.98 4.01 0.30
H -0.50 0.24 3.90 0.52
H 2.02 1.47 3.36 0.55
H 1.34 1.03 1.80 -0.73
H 1.06 -1.30 2.50 0.59
H 4.07 0.54 1.60 0.40
H 4.61 -1.05 1.17 0.45
H 3.04 -1.36 -0.40 0.85
H 1.68 -0.76 0.55 -0.29
H 3.30 0.53 -1.50 0.40
H 3.26 1.58 -0.05 0.42
H 1.06 0.61 -1.73 0.20
H 0.76 1.27 -0.25 -0.04
H 3.60 -2.95 2.10 0.39
H 3.03 -2.93 3.82 0.26
H 5.25 -3.44 5.30 0.33
H 6.86 -2.07 2.73 0.30
C -0.08 -2.17 -1.84 -1.07
C -1.37 -1.77 -1.14 0.19
C -2.69 -2.23 -1.75 -1.14
N -3.02 -1.75 -3.16 0.28
C -4.53 -1.90 -3.33 -0.61
C -5.00 -1.67 -4.75 -0.70
C -4.28 -2.58 -5.73 -0.71
C -2.78 -2.39 -5.60 -0.73
C -2.31 -2.63 -4.18 -0.43
C -2.65 -0.31 -3.31 -1.01
H 0.09 -1.60 -2.75 0.27
H 0.77 -1.97 -1.19 0.00
H -0.06 -3.24 -2.08 0.40
H -1.38 -0.69 -0.99 0.03
H -1.35 -2.20 -0.13 0.53
H -3.50 -1.85 -1.12 0.40
H -2.77 -3.31 -1.76 0.38
H -4.77 -2.92 -3.00 0.42
H -5.00 -1.19 -2.64 0.48
H -6.08 -1.86 -4.80 0.39
H -4.87 -0.63 -5.04 0.32
H -4.60 -2.37 -6.75 0.39
H -4.54 -3.63 -5.52 0.29
H -2.49 -1.39 -5.93 0.31
H -2.26 -3.09 -6.26 0.40
H -1.25 -2.44 -4.10 0.26
H -2.51 -3.66 -3.88 0.44
H -1.57 -0.20 -3.26 0.30
H -3.13 0.26 -2.52 0.33
H -2.99 0.06 -4.28 0.50
```

Output
total charge: +1
orbital gap: 8.74 eV


(7)
Computed, not measured: a molecular structure, C13H6N5Se3Te2W at a distorted geometry, with ωB97M-V/def2-TZVPD.

```
30
Properties=species:S:1:pos:R:3:nbo_charge:R:1
W -2.63 1.11 0.89 0.69
Se 4.07 -2.80 -1.57 0.95
N 2.35 -3.06 -1.16 -0.59
C 1.80 -1.94 -0.82 0.10
C 0.33 -2.05 -0.45 -0.08
C -0.34 -3.26 -0.49 -0.08
C -1.69 -3.33 -0.14 -0.28
C -2.36 -2.19 0.24 0.10
N -1.76 -0.98 0.29 -0.54
C -0.46 -0.97 -0.05 0.41
C 1.16 0.93 -0.14 0.43
N 0.64 2.13 0.21 -0.30
C 1.41 3.22 0.19 0.10
C 2.73 3.04 -0.19 -0.27
C 3.24 1.77 -0.54 -0.08
C 2.43 0.64 -0.53 -0.14
C 2.74 -0.77 -0.86 0.20
N 3.94 -1.04 -1.23 -0.60
H 0.20 -4.15 -0.79 0.26
H -2.22 -4.27 -0.17 0.25
H -3.41 -2.22 0.51 0.23
H 0.98 4.17 0.48 0.24
H 3.38 3.90 -0.21 0.25
H 4.28 1.68 -0.84 0.26
Se -4.78 -0.02 1.26 -0.41
Te -6.66 1.56 2.04 0.36
Te -5.58 3.86 2.16 0.23
Se -3.09 3.35 1.41 -0.13
N 0.02 0.27 0.04 -0.44
C -0.73 1.43 0.44 -0.11
```

Output
2S+1: 3
total charge: +1
orbital gap (alpha / beta): 6.54 / 5.36 eV
energy above the lowest of the compared OMol25 structures with the same formula, charge and spin: 0.000 eV